Entry 1:
Formula: C5H9NO2
Source: OMol25
Level of theory: ωB97M-V/def2-TZVPD

* LUMO: -0.18 eV
* largest force on an atom: 2.30 eV Å⁻¹
* total charge: 0
* frontier orbital gap: 8.01 eV
* calculated total energy: -10910.6343 eV
* relative energy (zero: lowest compared OMol25 entry of this formula, charge and spin): 573.3 kJ/mol
* HOMO energy: -0.3009 Ha

Positions of all 17 atoms, in Å:
O: -0.574 2.113 0.730
O: 0.337 -2.175 1.329
N: 0.929 0.360 0.409
C: 1.922 0.901 -0.514
C: -1.355 -0.033 0.102
C: -0.305 0.837 0.327
C: -2.513 -0.052 -0.529
C: -0.043 -1.775 0.099
H: 1.492 1.340 -1.421
H: 0.209 2.473 1.172
H: -3.215 -0.875 -0.411
H: 2.599 0.090 -0.799
H: -2.817 0.736 -1.217
H: 2.555 1.649 -0.019
H: 1.000 -1.525 1.632
H: -0.938 -2.299 -0.214
H: 0.717 -1.765 -0.674

=====

Entry 2:
Formula: C7H15N2
Source: OMol25
Level of theory: ωB97M-V/def2-TZVPD

* LUMO: -3.08 eV
* largest force on an atom: 4.26 eV Å⁻¹
* total charge: +1
* frontier orbital gap: 11.32 eV
* SMILES: CC[C@]1(C)C=NC[N@H+]1C
* calculated total energy: -10473.8252 eV
* relative energy (zero: lowest compared OMol25 entry of this formula, charge and spin): 238.4 kJ/mol
* HOMO energy: -0.5291 Ha

Positions of all 24 atoms, in Å:
N: -1.104 -1.047 2.183
N: -0.704 -1.181 -0.112
C: 2.293 1.067 0.526
C: 1.510 0.067 -0.252
C: 0.097 0.064 0.311
C: -0.096 -0.326 1.979
C: -1.319 -1.177 -1.468
C: -0.545 1.375 -0.134
C: -1.621 -1.687 0.989
H: -0.498 -0.669 -2.122
H: 0.368 0.292 2.743
H: 1.871 -0.936 -0.251
H: 1.796 1.992 0.522
H: -2.654 -1.265 0.628
H: -1.699 -2.712 1.238
H: 0.104 1.905 -0.833
H: -2.324 -0.658 -1.585
H: 0.116 -1.774 -0.140
H: 1.513 0.359 -1.329
H: -1.679 1.406 -0.440
H: -1.431 -2.230 -1.798
H: 2.403 0.643 1.500
H: -0.413 1.884 0.848
H: 3.290 1.239 0.119

=====

Entry 3:
Formula: C18H56O14
Source: OMol25
Level of theory: ωB97M-V/def2-TZVPD

* LUMO: 0.38 eV
* largest force on an atom: 2.79 eV Å⁻¹
* total charge: 0
* frontier orbital gap: 9.81 eV
* SMILES: COCCOC.COCCOC.COCCOC.COCCOC.CO.CO.O.O.O.O
* calculated total energy: -48229.5923 eV
* HOMO energy: -0.3468 Ha

Positions of all 88 atoms, in Å:
O: -16.233 11.336 -18.010
O: -23.022 12.161 -19.082
O: -20.942 18.693 -8.761
O: -23.880 18.217 -9.103
O: -29.293 8.670 -19.678
O: -24.014 12.368 -13.334
O: -22.662 14.424 -25.964
O: -23.314 14.551 -17.182
O: -17.888 13.258 -24.955
O: -25.382 15.770 -27.043
O: -27.914 5.968 -19.514
O: -22.885 5.724 -27.216
O: -20.334 8.760 -17.574
O: -17.102 16.175 -11.942
C: -29.149 7.921 -18.490
C: -25.538 15.550 -28.420
C: -23.036 13.553 -19.422
C: -23.029 17.432 -8.262
C: -27.934 4.649 -20.074
C: -23.103 15.740 -16.559
C: -21.811 18.281 -7.714
C: -29.303 10.070 -19.296
C: -22.907 5.497 -25.825
C: -25.191 14.586 -26.217
C: -29.174 6.432 -18.965
C: -23.587 11.287 -20.142
C: -22.414 14.313 -18.222
C: -16.451 16.327 -13.207
C: -22.202 15.622 -26.610
C: -23.865 13.797 -26.557
C: -25.113 18.515 -8.480
C: -19.826 19.380 -8.197
H: -21.604 13.737 -17.775
H: -22.825 16.605 -8.942
H: -29.889 6.361 -19.785
H: -15.875 15.493 -13.609
H: -19.078 19.446 -8.987
H: -19.208 18.839 -7.480
H: -22.904 4.433 -25.587
H: -28.208 8.276 -18.070
H: -23.744 6.034 -25.379
H: -21.355 17.789 -6.855
H: -23.143 4.923 -27.677
H: -30.155 10.224 -18.633
H: -26.913 4.413 -20.372
H: -29.442 10.586 -20.246
H: -25.186 14.862 -25.163
H: -25.778 19.001 -9.194
H: -26.109 14.014 -26.351
H: -28.398 10.335 -18.750
H: -23.648 13.059 -13.886
H: -29.883 8.090 -17.702
H: -22.170 19.216 -7.286
H: -21.195 15.952 -26.355
H: -22.104 15.305 -18.550
H: -29.519 5.758 -18.181
H: -17.026 16.688 -14.060
H: -24.805 19.303 -7.792
H: -17.870 13.859 -25.701
H: -17.743 16.877 -11.813
H: -24.784 15.976 -29.082
H: -23.572 15.903 -15.589
H: -23.888 12.924 -25.905
H: -23.783 10.359 -19.605
H: -25.696 17.725 -8.008
H: -23.575 16.998 -7.425
H: -17.075 10.887 -17.929
H: -22.953 11.180 -21.022
H: -22.174 15.332 -27.660
H: -20.432 8.691 -16.625
H: -24.543 11.755 -20.376
H: -16.073 11.376 -18.953
H: -28.112 3.778 -19.443
H: -22.325 13.694 -20.237
H: -15.722 17.135 -13.167
H: -21.090 9.275 -17.857
H: -25.836 14.520 -28.616
H: -24.024 13.855 -19.767
H: -23.703 13.525 -27.601
H: -22.824 16.431 -26.227
H: -22.066 15.788 -16.228
H: -26.350 16.233 -28.674
H: -20.043 20.348 -7.746
H: -22.129 6.082 -25.335
H: -28.602 4.518 -20.926
H: -24.954 12.548 -13.316
H: -23.320 16.555 -17.250
H: -18.817 13.165 -24.744